Record 1
16
Properties=species:S:1:pos:R:3 method="wB97M-V/def2-TZVPD" orbital_gap_ev=10.456 lumo_ev=1.0884 relative_energy_kj_mol=323.6 energy_ha=-288.65878 total_charge=0 smiles="[H]/N=C/[C@@H]1C(=C)[C@H]1C"
C -0.79613 0.44345 -0.24479
C -1.86215 1.01226 -0.76471
C -0.30235 -0.71656 1.87045
C 0.20980 0.23042 0.84921
C 0.47060 -0.22969 -0.62641
C 1.62318 0.42338 -1.40721
N -0.46099 -1.86654 1.46135
H -1.99679 0.84049 -1.79537
H -2.72377 1.38716 -0.29380
H -0.45648 -0.25142 2.92270
H 0.75498 0.97928 1.40124
H 0.49172 -1.29720 -0.79663
H 2.58620 -0.08586 -1.15613
H 1.65922 1.42384 -1.08580
H 1.58879 0.18309 -2.48672
H -0.78583 -2.47610 2.15261

=====

Record 2
13
Properties=species:S:1:pos:R:3 method="wB97M-V/def2-TZVPD" orbital_gap_ev="7.521 / 7.390" lumo_ev="0.3812 / 0.3184" relative_energy_kj_mol=306.7 energy_ha=-286.51485 total_charge=0
C -1.75672 -0.50342 -0.03463
C -0.33918 -0.78391 -0.46459
O -0.01142 -1.73650 -1.10817
N 0.69532 0.21550 -0.04001
C 0.39994 1.11872 0.92096
C 1.87118 0.12679 -0.66761
H -2.42506 -1.12841 -0.63062
H -1.88636 -0.76371 1.02056
H -2.00120 0.55259 -0.15822
H 1.23978 1.63685 1.35462
H -0.54739 1.17125 1.41203
H 2.07358 -0.71194 -1.29946
H 2.59486 0.90757 -0.46541

=====

Record 3
22
Properties=species:S:1:pos:R:3 method="wB97M-V/def2-TZVPD" orbital_gap_ev="7.097 / 7.753" lumo_ev="-1.4020 / -0.6309" relative_energy_kj_mol=549.7 energy_ha=-860.19371 total_charge=0
C 3.08886 1.99478 0.15463
C 1.80820 1.67080 -0.26142
C 3.93544 0.94880 0.45861
C 1.52515 0.35771 -0.35999
C 3.59502 -0.38446 0.49967
C 2.30171 -0.75302 0.03110
C -1.92638 -1.03992 0.13317
C -1.03258 -0.49893 -0.58915
C -2.30461 -0.83568 -1.29875
C -2.45918 -1.53776 1.42585
O 2.74246 -3.30800 0.77000
S 1.65813 -2.41922 0.26893
H 3.40075 3.03262 0.26586
H 1.01836 2.29493 -0.71845
H 4.78155 1.42926 0.77358
H -0.07847 0.05871 -0.72378
H 4.29383 -1.22810 0.88405
H -2.18360 -1.75192 -1.86825
H -3.09091 0.01677 -1.34411
H -1.66979 -1.21172 2.28388
H -2.45869 -2.63925 1.46792
H -3.51809 -1.15437 1.57380

=====

Record 4
47
Properties=species:S:1:pos:R:3 method="wB97M-V/def2-TZVPD" orbital_gap_ev=9.162 lumo_ev=0.1862 relative_energy_kj_mol=75.1 energy_ha=-1018.52456 total_charge=0 smiles="CC(C)CCOc1ccc(C(=O)CCN[C@H](C)C(=O)O)cc1"
C -3.61472 2.67029 -5.21143
H -4.53913 2.71194 -5.78274
H -2.79247 2.93249 -5.87348
H -3.47498 1.64690 -4.87322
C -3.67958 3.64121 -4.03438
C -4.02471 5.04290 -4.53395
H -4.97462 5.03583 -5.06291
H -4.10042 5.74081 -3.70366
H -3.25587 5.40119 -5.21473
C -2.35884 3.68495 -3.26005
C -2.01674 2.36982 -2.56727
O -0.89173 2.61032 -1.73970
C -0.36623 1.59989 -1.02009
C -0.85071 0.29147 -0.99840
C -0.23021 -0.66967 -0.22517
C 0.88585 -0.35926 0.55022
C 1.36132 0.95883 0.52639
C 0.75306 1.91938 -0.24088
H 1.11783 2.93386 -0.26425
H 2.22494 1.19948 1.12753
C 1.60107 -1.33197 1.39586
O 2.53497 -0.99209 2.09532
C 1.11423 -2.77059 1.35421
C 1.98562 -3.70423 2.19300
N 2.00912 -3.25737 3.57243
H 1.07450 -3.28808 3.96738
C 2.94199 -3.96907 4.42316
C 2.65486 -3.65840 5.89246
H 2.65906 -2.58188 6.04874
H 3.42015 -4.11009 6.51749
H 1.68324 -4.05319 6.18477
H 2.91405 -5.06355 4.27222
C 4.37946 -3.50313 4.13288
O 5.32873 -4.16271 4.46486
O 4.50009 -2.33141 3.54012
H 3.63481 -1.94637 3.25350
H 3.00973 -3.68388 1.80936
H 1.61322 -4.73968 2.08965
H 0.08705 -2.78871 1.72809
H 1.10585 -3.11476 0.31885
H -0.63516 -1.66963 -0.23319
H -1.71383 0.01418 -1.58305
H -2.86690 2.03365 -1.95738
H -1.77671 1.59154 -3.30200
H -2.41660 4.45669 -2.49010
H -1.54329 3.95102 -3.93448
H -4.47134 3.31106 -3.35197